1.
# C34H68O68S17

C34H68O68S17 as an isolated structure at a distorted geometry (the ωB97M-V functional and the def2-TZVPD basis, OMol25).

Last column: Mulliken charge in e.
CARTESIAN COORDINATES (ANGSTROEM)
C -4.4807 0.9196 -2.7628  0.2731
C -4.1823 -0.4647 -2.3254  0.1475
O -4.4490 -0.4767 -0.9404  -0.2167
S -5.7700 0.3718 -0.5056  1.3506
O -5.4486 1.2407 0.6889  -0.4587
O -7.0624 -0.2824 -0.6509  -0.6054
O -5.5862 1.2074 -1.9614  -0.5793
H -4.8176 0.7538 -3.7861  0.4423
H -3.7123 1.6596 -2.5391  -0.1786
H -3.1241 -0.7182 -2.3882  0.1001
H -4.7122 -1.2669 -2.8389  -0.2526
C -4.7155 -2.0040 2.1477  0.8848
C -3.4079 -1.2739 2.5355  1.1900
O -3.5851 -0.6196 3.7538  -0.0397
S -5.0480 -1.1110 4.3787  0.9387
O -5.8308 -0.0124 4.8221  -0.5976
O -4.8287 -2.2800 5.2087  -0.5816
O -5.7288 -1.5179 2.9445  -0.4616
H -4.6512 -3.0921 2.1565  -0.1484
H -5.0704 -1.6850 1.1677  -0.3114
H -3.0063 -0.5652 1.8111  -0.3900
H -2.6049 -2.0086 2.5942  -0.4483
C 0.4804 -5.0703 3.3744  0.7806
C 0.6982 -6.5936 3.3748  -0.2285
O 2.0871 -6.6510 3.0888  -0.5431
S 2.6777 -5.2412 2.3388  1.0204
O 2.1709 -5.2949 0.9764  -0.4066
O 4.1474 -5.2534 2.5086  -0.5902
O 1.7560 -4.4245 3.4070  -0.0782
H -0.0935 -4.7309 4.2368  0.1216
H -0.0900 -4.8164 2.4809  -0.7821
H 0.2271 -7.0312 2.4947  0.2326
H 0.4839 -7.0444 4.3438  0.3453
C 0.4286 7.9101 1.6082  -0.0795
C 0.6919 6.8372 0.5183  0.0578
O 2.0175 6.5011 0.4908  -0.0887
S 3.0238 7.5793 1.1969  1.0212
O 3.8505 8.4088 0.2714  -0.5982
O 3.7769 6.8988 2.2612  -0.3755
O 1.7289 8.4228 1.8465  -0.4404
H 0.0033 7.4528 2.5015  0.1462
H -0.2256 8.6986 1.2361  0.2988
H 0.3983 7.4341 -0.3452  0.2266
H 0.0537 5.9536 0.5262  -0.2239
C 0.5333 0.3567 -6.1979  -0.1405
C 0.4609 -1.2045 -5.8448  0.0251
O -0.8133 -1.5078 -5.3853  -0.1117
S -1.8466 -0.2629 -5.4279  0.7716
O -1.7445 0.4902 -4.1646  -0.0929
O -3.0951 -0.6537 -6.0671  -0.5969
O -0.7480 0.4280 -6.5643  -0.5183
H 1.2486 0.5464 -6.9982  0.4479
H 0.6417 1.0434 -5.3584  0.0425
H 1.1839 -1.5401 -5.1013  0.0124
H 0.6845 -1.8355 -6.7051  0.1924
C 4.0995 -1.9948 4.0466  -0.1810
C 3.3385 -1.2369 2.9753  1.3508
O 4.4235 -0.7156 2.0875  -0.2900
S 5.8871 -0.6553 2.9001  0.9691
O 6.3669 0.7108 3.1356  -0.3473
O 6.7837 -1.5673 2.2043  -0.6339
O 5.2949 -1.3193 4.2870  -0.4188
H 4.4895 -2.9625 3.7311  0.4316
H 3.5585 -2.0114 4.9927  0.1574
H 2.8105 -0.3610 3.3522  -0.3390
H 2.6394 -1.9237 2.4982  -0.6046
C 3.7213 5.1769 -1.7615  -0.5399
C 2.7913 3.9869 -1.7814  1.0321
O 3.5948 2.9086 -1.3557  -0.5130
S 4.9568 3.3487 -0.5571  0.8761
O 6.1011 3.0227 -1.3506  -0.6236
O 4.9188 2.8749 0.8240  -0.1556
O 4.5622 4.9982 -0.7049  -0.3023
H 3.1473 6.1005 -1.6863  0.2268
H 4.3815 5.1910 -2.6288  0.4027
H 2.2851 3.7016 -2.7036  0.1056
H 2.0421 4.1521 -1.0071  -0.4678
C -3.2055 -5.2642 -0.3331  0.5972
C -1.9001 -5.8432 0.1136  0.2128
O -2.2397 -6.4546 1.3428  -0.4603
S -3.3362 -5.6148 2.2706  1.0745
O -2.6040 -4.5747 2.9769  -0.3117
O -4.2974 -6.4472 3.0098  -0.6432
O -3.9444 -4.9999 0.8641  -0.4713
H -3.8555 -6.0022 -0.8031  0.0755
H -3.0067 -4.5255 -1.1096  -0.1595
H -1.0121 -5.2112 0.1236  -0.3063
H -1.5806 -6.6799 -0.5077  0.3848
C 3.9246 -2.3994 -0.2969  0.6752
C 3.9203 -3.2028 -1.6044  -0.8390
O 3.1249 -2.3323 -2.4736  -0.1639
S 3.5382 -0.7334 -2.2113  0.5306
O 2.4412 0.2247 -2.4639  0.1640
O 4.8323 -0.4497 -2.8297  -0.5913
O 3.8535 -1.0546 -0.6037  -0.3655
H 4.8922 -2.5832 0.1700  0.3677
H 3.0707 -2.5861 0.3543  -0.5600
H 3.5975 -4.2414 -1.5318  0.4220
H 4.9166 -3.1658 -2.0451  0.4650
C 1.1638 -6.6258 -4.8834  -0.2971
C 1.8138 -5.2699 -4.7606  0.0777
O 1.5577 -4.5379 -5.9375  -0.2396
S 0.3973 -5.1905 -6.8307  1.0953
O 1.0270 -5.8614 -7.9871  -0.6163
O -0.7766 -4.3824 -7.0614  -0.4448
O 0.0390 -6.2852 -5.6246  -0.3382
H 0.8774 -7.0996 -3.9445  0.3541
H 1.7326 -7.4042 -5.3920  0.2546
H 2.8784 -5.3640 -4.5462  0.3148
H 1.5544 -4.8438 -3.7914  -0.1132
C -0.8964 4.4124 -4.2766  -0.1076
C -0.4852 4.5834 -5.7146  -0.0327
O 0.3456 5.7227 -5.7833  -0.4641
S 0.5596 6.5401 -4.2638  1.1349
O -0.4227 7.6076 -4.0361  -0.5594
O 1.9566 6.7868 -3.9292  -0.5234
O 0.1068 5.0996 -3.5699  0.0192
H -0.9154 3.3799 -3.9275  -0.0592
H -1.8281 4.8960 -3.9833  0.1344
H -1.3969 4.7783 -6.2794  0.3296
H -0.0384 3.7354 -6.2336  0.1839
C -4.5889 5.6169 -0.8114  -0.4087
C -3.3563 6.4112 -0.3124  -0.4323
O -2.1519 5.6545 -0.4996  -0.1280
S -2.5311 4.0570 -0.6679  1.2823
O -2.5241 3.4664 0.6318  -0.7895
O -1.6734 3.4889 -1.7251  -0.2738
O -4.0527 4.3388 -1.1990  -0.3691
H -5.0992 5.8609 -1.7431  0.3369
H -5.2764 5.5585 0.0324  0.2440
H -3.3283 6.6152 0.7580  0.3548
H -3.3850 7.3390 -0.8838  0.2533
C 3.9205 3.9254 3.9751  0.4856
C 3.9596 2.8520 5.1490  0.5336
O 5.2018 2.9539 5.7888  -0.4515
S 6.3027 4.1094 5.2003  1.0097
O 7.3598 3.3332 4.4813  -0.4794
O 6.6246 5.1192 6.2077  -0.5384
O 5.1137 4.7169 4.2407  -0.4163
H 3.0441 4.5492 4.1513  -0.0065
H 3.8404 3.5485 2.9555  -0.1009
H 3.8474 1.8714 4.6863  -0.2262
H 3.0282 3.0231 5.6887  0.1069
C -4.1958 -4.5098 -5.5443  -0.2435
C -3.8529 -3.7681 -4.2332  0.3531
O -3.3989 -4.7899 -3.4639  0.0011
S -4.0630 -6.2193 -3.6676  1.1349
O -5.4598 -6.2416 -3.0804  -0.5794
O -3.1603 -7.3601 -3.3477  -0.5556
O -4.1949 -5.9091 -5.2712  -0.4166
H -3.4724 -4.2722 -6.3242  0.2231
H -5.1741 -4.2351 -5.9386  0.3224
H -4.6450 -3.1466 -3.8156  0.0813
H -3.0659 -3.0332 -4.4021  -0.2321
C -0.6061 4.3706 4.4950  -0.5420
C 0.2195 3.2100 4.9079  -0.5249
O 0.9341 2.7046 3.7743  0.0197
S -0.0745 2.9793 2.4104  0.9922
O -1.1023 1.9465 2.5016  -0.6247
O 0.6389 3.1861 1.1832  -0.3695
O -0.6435 4.3541 3.0531  -0.2472
H -0.2569 5.2994 4.9462  0.2946
H -1.5698 4.0937 4.9226  0.2958
H -0.4255 2.4249 5.3025  0.1001
H 0.8454 3.5211 5.7443  0.5651
C -0.2025 0.6886 -0.3776  0.8138
C 1.0455 0.2386 0.4334  0.4623
O 1.1248 -1.0588 0.0226  -0.6521
S -0.3144 -1.8444 -0.4472  0.3253
O -0.6392 -2.9047 0.5143  0.1238
O -0.2949 -2.2556 -1.8621  -0.2438
O -1.0980 -0.4107 -0.1531  -0.4625
H -0.0137 0.7144 -1.4508  0.0316
H -0.7330 1.6023 -0.1097  -0.7104
H 0.6806 0.3434 1.4552  -0.2306
H 2.0305 0.7050 0.4178  0.2363
C -0.3152 -2.7841 6.9497  -0.5266
C -1.7203 -2.5619 6.2464  -0.0176
O -1.4209 -1.3597 5.4895  -0.2341
S 0.1065 -1.1705 4.8236  0.5271
O 0.5764 0.1916 5.1683  -0.5668
O 0.2022 -1.6501 3.4317  0.1520
O 0.6738 -2.3008 5.9979  -0.3620
H -0.1016 -3.8085 7.2550  0.3552
H -0.1539 -2.1861 7.8467  0.3609
H -2.5170 -2.4157 6.9757  0.4171
H -2.0182 -3.3279 5.5304  -0.0731

Atoms 1-6, force components in eV/Å:
-0.403 -0.717 0.182
1.867 -1.290 0.389
-0.946 -0.832 2.569
0.748 2.949 -0.894
-0.934 -3.234 -3.911
2.496 0.630 0.816

Values from the calculation:
- relative energy (zero: lowest compared OMol25 entry of this formula, charge and spin) (kJ/mol) = 1055.4
- LUMO level (hartree) = -0.0159
- HOMO-LUMO gap (eV) = 10.0
- highest occupied orbital energy (eV) = -10.401
- total charge = 0

=====

2.
# C13H24CaN3OPSSe3Te

C13H24CaN3OPSSe3Te as an isolated structure (the ωB97M-V functional and the def2-TZVPD basis, OMol25).

Last column: natural (NBO) charge in e.
CARTESIAN COORDINATES (ANGSTROEM)
Ca 2.8817 1.1642 -1.7738  1.6769
Se 3.0286 2.9581 0.4684  -0.7599
Se 5.1911 2.7563 -0.4201  -0.2717
Te 6.0124 0.5049 0.3201  0.1433
Se 4.8395 -0.9644 -1.3413  -0.8869
O 0.9225 -0.1628 -1.3514  -1.1944
P -0.0881 -0.1913 -0.2556  2.4875
N 0.6422 -0.1568 1.2072  -0.8423
C 2.0217 -0.5953 1.4904  -0.1977
C 2.2421 -0.1044 2.9131  -0.4209
C 0.8595 -0.2407 3.5471  -0.4061
C -0.0767 0.2162 2.4285  -0.2033
N -1.1392 1.0519 -0.4155  -0.8321
C -0.6882 2.3625 -0.9309  -0.2294
C -1.9877 3.1756 -1.0703  -0.4129
C -3.1156 2.1547 -0.8995  -0.4054
C -2.5090 1.1439 0.0668  -0.1973
N -1.0579 -1.5368 -0.2632  -0.8178
C -0.4806 -2.7831 0.2844  -0.2101
C -1.2090 -3.8861 -0.4755  -0.4095
C -1.4125 -3.2582 -1.8517  -0.4130
C -1.8079 -1.8285 -1.5009  -0.2147
H 2.7178 -0.1484 0.7861  0.2307
H 2.1122 -1.6843 1.4132  0.1750
H 2.5551 0.9413 2.8790  0.2346
H 3.0137 -0.6784 3.4251  0.2147
H 0.7328 0.3496 4.4544  0.2103
H 0.6589 -1.2877 3.7917  0.1903
H -0.2282 1.3008 2.4628  0.1878
H -1.0592 -0.2645 2.4810  0.1884
H -0.1667 2.2310 -1.8804  0.2445
H 0.0096 2.8387 -0.2355  0.2049
H -2.0280 3.6922 -2.0278  0.2238
H -2.0458 3.9313 -0.2850  0.1984
H -3.3279 1.6579 -1.8486  0.2014
H -4.0400 2.5966 -0.5264  0.2045
H -2.9939 0.1689 0.0556  0.2096
H -2.5491 1.5312 1.0953  0.1678
H -0.6288 -2.8321 1.3646  0.1968
H 0.5947 -2.8392 0.0860  0.1971
H -2.1757 -4.0926 -0.0085  0.1939
H -0.6368 -4.8129 -0.4987  0.2160
H -2.1634 -3.7651 -2.4578  0.2092
H -0.4697 -3.2537 -2.4022  0.2148
H -2.8851 -1.7572 -1.3114  0.1736
H -1.5544 -1.1150 -2.2858  0.2239
S 1.6044 3.1829 -4.9991  -0.0980
C 1.8851 2.3288 -3.7038  -0.7964

Atoms 1-6, force components in eV/Å:
-0.321 -0.171 -0.078
-0.199 0.026 0.124
0.008 0.163 -0.083
0.018 -0.170 0.012
-0.019 -0.072 -0.014
0.521 0.175 -0.011

Values from the calculation:
- LUMO level (spin up / spin down) (hartree) = 0.0882 / 0.0882
- expectation value of S² = 0.755
- HOMO-LUMO gap (spin up / spin down) (eV) = 4.8 / 6.3
- highest occupied orbital energy (spin up / spin down) (eV) = -2.416 / -3.859
- 2S+1 = 2
- total charge = -1

=====

| no. | DFT total energy (a.u.) |
| --- | --- |
| 1 | -13221.024249 |
| 2 | -9638.976634 |